Entry 1:
Formula: C35H68As3BCaN8O4SSi
Source: the OMol25 dataset
Level of theory: wB97M-V/def2-TZVPD

Summary:
Expectation value of S² ... 0.75
Total energy ... -277857.8194 eV
Total charge ... +1
2S+1 ... 2

Element x y z (Å)
1 Ca -0.4284 0.2132 -0.4271
2 C -1.4240 1.5797 3.7427
3 C -0.8735 0.6157 2.9037
4 N -0.7168 1.0871 1.6707
5 N -1.1645 2.3870 1.6903
6 C -1.5911 2.6845 2.9352
7 B -0.8181 3.3194 0.4607
8 N 0.7131 3.1326 0.1660
9 C 1.7159 3.9473 0.5422
10 C 2.9090 3.3969 0.1329
11 C 2.5332 2.2049 -0.4851
12 N 1.2140 2.0320 -0.4620
13 N -1.6460 2.9577 -0.8491
14 C -2.5307 3.7711 -1.4616
15 C -2.8490 3.2418 -2.6903
16 C -2.1042 2.0647 -2.7592
17 N -1.3847 1.8842 -1.6572
18 N -1.0818 4.7923 0.7223
19 C -0.6505 5.8084 -0.0734
20 C -1.2236 6.9689 0.3692
21 C -2.0252 6.5617 1.4551
22 N -1.9483 5.2610 1.6616
23 H -1.6672 1.4928 4.7871
24 H -0.5867 -0.4035 3.1262
25 H -1.9689 3.6689 3.1451
26 H 1.5134 4.8612 1.0745
27 H 3.8982 3.7986 0.2627
28 H 3.1742 1.4602 -0.9334
29 H -2.8644 4.6780 -0.9853
30 H -3.5206 3.6505 -3.4249
31 H -2.0574 1.3366 -3.5533
32 H 0.0193 5.6258 -0.8981
33 H -1.0904 7.9597 -0.0286
34 H -2.6518 7.1651 2.0937
35 C -1.4805 -2.8714 2.9074
36 C -0.5354 -3.6050 1.9767
37 C -1.2390 -4.0135 0.7030
38 C 0.0921 -4.8063 2.6665
39 O 0.4893 -2.6574 1.5541
40 Si 1.8858 -2.3538 2.3494
41 S 2.6836 -0.6057 1.3794
42 O 1.5461 -1.9938 3.8814
43 C 2.3380 -1.9818 5.1067
44 C 2.5140 -3.4164 5.5699
45 C 1.5235 -1.1700 6.0925
46 C 3.6775 -1.3147 4.8298
47 O 3.0212 -3.4942 2.2759
48 C 3.7953 -4.1116 1.2179
49 C 4.1277 -5.5061 1.7175
50 C 2.9817 -4.1710 -0.0654
51 C 5.0522 -3.2791 1.0329
52 H -2.2972 -3.5293 3.2111
53 H -1.9052 -2.0053 2.3969
54 H -0.9600 -2.5230 3.8011
55 H -2.1196 -4.6215 0.9200
56 H -0.5795 -4.5853 0.0471
57 H -1.5671 -3.1224 0.1658
58 H -0.6838 -5.5340 2.9099
59 H 0.5874 -4.5240 3.5986
60 H 0.8219 -5.2931 2.0190
61 H 1.5457 -3.8756 5.7787
62 H 3.1057 -3.4397 6.4863
63 H 3.0290 -4.0072 4.8120
64 H 0.5363 -1.6153 6.2270
65 H 1.4021 -0.1468 5.7331
66 H 2.0214 -1.1392 7.0625
67 H 4.2589 -1.8855 4.1033
68 H 4.2606 -1.2498 5.7496
69 H 3.5302 -0.3043 4.4458
70 H 3.2186 -6.0921 1.8596
71 H 4.6542 -5.4476 2.6705
72 H 4.7643 -6.0267 1.0008
73 H 2.0336 -4.6878 0.0917
74 H 3.5458 -4.7123 -0.8261
75 H 2.7642 -3.1725 -0.4577
76 H 5.6222 -3.2378 1.9616
77 H 4.8025 -2.2554 0.7380
78 H 5.6852 -3.7076 0.2544
79 C -4.0604 -0.4625 1.8482
80 As -3.3543 -0.5403 0.0316
81 C -4.5809 0.8015 -0.6739
82 C -4.2672 -2.2085 -0.4619
83 C -4.3695 -2.7281 -1.9146
84 C -5.0840 -1.6913 -2.7830
85 C -3.0202 -3.1181 -2.5329
86 As -1.6252 -1.7723 -2.8219
87 C -0.2372 -3.0144 -3.3848
88 C -2.1473 -1.1843 -4.6094
89 C -5.2380 -4.0044 -1.8062
90 As -5.8652 -5.1633 -3.3048
91 C -7.4670 -4.1349 -3.7689
92 C -4.8547 -4.6989 -4.9247
93 H -5.1494 -0.4859 1.8062
94 H -3.7324 0.4654 2.3160
95 H -3.7055 -1.2986 2.4468
96 H -5.6036 0.4433 -0.5592
97 H -4.3847 1.0382 -1.7143
98 H -4.4456 1.7090 -0.0851
99 H -5.2863 -2.0624 -0.0910
100 H -3.8192 -2.9778 0.1746
101 H -4.5167 -0.7635 -2.8635
102 H -6.0609 -1.4413 -2.3632
103 H -5.2400 -2.0643 -3.7928
104 H -3.1954 -3.5169 -3.5300
105 H -2.5613 -3.9225 -1.9555
106 H -0.6668 -3.7738 -4.0388
107 H 0.2189 -3.4855 -2.5160
108 H 0.5330 -2.4631 -3.9213
109 H -2.3743 -2.0601 -5.2182
110 H -1.3197 -0.6402 -5.0646
111 H -3.0204 -0.5358 -4.5782
112 H -6.1884 -3.7290 -1.3374
113 H -4.7538 -4.6926 -1.1083
114 H -8.1361 -4.1131 -2.9091
115 H -7.9811 -4.6398 -4.5861
116 H -7.2335 -3.1154 -4.0714
117 H -3.8531 -5.1253 -4.8961
118 H -4.8034 -3.6333 -5.1377
119 H -5.3945 -5.1848 -5.7386
120 O 1.3255 -0.7298 -1.5837
121 H 1.9215 -0.8468 -0.8158
122 H 1.7272 -0.0198 -2.1014

These are the Löwdin partial charges, in e, on atoms 1 to 5: Ca 1.079; C -0.042; C -0.159; N -0.105; N 0.024


Entry 2:
Formula: C35H68N12O3Ti
Source: the OMol25 dataset
Level of theory: wB97M-V/def2-TZVPD

Summary:
Expectation value of S² ... 2.01
Total charge ... 0
Energy above the lowest of the compared OMol25 structures with the same formula, charge and spin ... 120.4 kJ/mol
2S+1 ... 3

Element x y z (Å)
1 Ti 1.0218 -0.2979 -0.6135
2 C -0.9175 4.5337 -1.4036
3 N -0.3851 3.1839 -1.2338
4 C -1.3608 2.3174 -0.6086
5 C 0.9479 3.0204 -0.8850
6 N 1.2206 2.1026 -0.0066
7 C 2.5372 1.9678 0.6131
8 C 2.5223 0.8836 1.7138
9 N 1.3278 0.0041 1.6776
10 C 1.6534 -1.3705 2.1311
11 C 0.7564 -2.4090 1.4664
12 N 0.7459 -2.0977 0.0454
13 C 0.3719 -2.9886 -0.9440
14 N 1.3490 -3.7542 -1.6506
15 C 2.0703 -3.0913 -2.7283
16 C 2.2694 -4.4341 -0.7504
17 N -0.8501 -3.6497 -0.7945
18 C -1.9570 -2.9752 -0.1589
19 C -1.2611 -4.7106 -1.6869
20 C 0.2940 0.6596 2.5277
21 C -0.9215 -0.1449 2.9449
22 N -1.8475 -0.3880 1.8609
23 C -3.0223 -0.8280 2.1585
24 N -4.0398 -0.7630 1.2412
25 C -3.9692 0.1474 0.1200
26 C -5.0797 -1.7603 1.1557
27 N -3.3968 -1.3743 3.3840
28 C -4.6372 -1.0078 4.0276
29 C -2.6039 -2.3917 4.0340
30 N 1.7879 3.9079 -1.5247
31 C 1.5918 4.1849 -2.9477
32 C 3.1538 4.1921 -1.1170
33 H -1.5240 4.6014 -2.3099
34 H -0.1206 5.2664 -1.4565
35 H -1.5532 4.7859 -0.5487
36 H -1.1052 1.2656 -0.6852
37 H -2.3123 2.4549 -1.1253
38 H -1.4944 2.5590 0.4534
39 H 2.8397 2.8975 1.0950
40 H 3.2916 1.6860 -0.1200
41 H 2.5877 1.3529 2.7020
42 H 3.4055 0.2664 1.5735
43 H 1.6214 -1.4426 3.2263
44 H 2.6739 -1.5715 1.8061
45 H -0.2554 -2.4060 1.8849
46 H 1.1841 -3.4008 1.6568
47 H 1.3913 -2.4546 -3.2929
48 H 2.4733 -3.8478 -3.4094
49 H 2.8895 -2.4633 -2.3656
50 H 1.7076 -5.0066 -0.0094
51 H 2.9348 -3.7281 -0.2304
52 H 2.8892 -5.1298 -1.3208
53 H -1.6561 -1.9900 0.1799
54 H -2.3329 -3.5506 0.6981
55 H -2.7799 -2.8522 -0.8725
56 H -1.8933 -4.3252 -2.4977
57 H -1.8512 -5.4408 -1.1265
58 H -0.3933 -5.1993 -2.1161
59 H -0.0091 1.5698 2.0120
60 H 0.7940 0.9582 3.4605
61 H -1.4052 0.4283 3.7488
62 H -0.5697 -1.0642 3.4225
63 H -4.9280 0.6627 0.0022
64 H -3.7219 -0.3743 -0.8081
65 H -3.1847 0.8659 0.3166
66 H -6.0723 -1.3219 1.3033
67 H -4.9264 -2.5395 1.8972
68 H -5.0661 -2.2286 0.1662
69 H -4.4459 -0.6800 5.0538
70 H -5.3513 -1.8391 4.0684
71 H -5.0995 -0.1836 3.4885
72 H -1.9034 -2.8243 3.3217
73 H -3.2650 -3.1927 4.3789
74 H -2.0443 -2.0208 4.8996
75 H 0.6615 3.7578 -3.3056
76 H 2.4057 3.7311 -3.5159
77 H 1.5821 5.2639 -3.1259
78 H 3.2222 4.3835 -0.0521
79 H 3.4520 5.1104 -1.6243
80 H 3.8545 3.4041 -1.4028
81 C 6.3326 -1.5891 0.2529
82 C 5.7663 -0.9962 -1.0438
83 C 6.0129 -1.9731 -2.2007
84 C 6.4646 0.3374 -1.3429
85 C 4.3194 -0.7671 -0.8969
86 C 3.1170 -0.5876 -0.8215
87 H 7.4047 -1.7745 0.1488
88 H 5.8385 -2.5322 0.4919
89 H 6.1804 -0.9035 1.0888
90 H 7.0850 -2.1422 -2.3321
91 H 5.6051 -1.5763 -3.1311
92 H 5.5334 -2.9332 -2.0022
93 H 7.5414 0.1861 -1.4549
94 H 6.2980 1.0472 -0.5303
95 H 6.0744 0.7752 -2.2625
96 C -1.0076 -2.6471 -4.7007
97 C -2.0020 -1.4990 -4.7451
98 C -1.3895 -0.1448 -4.3566
99 C -2.4920 0.9384 -4.4263
100 C -1.9836 2.3638 -4.2619
101 C -0.3272 0.2326 -5.3684
102 O -0.5192 0.1935 -6.5652
103 N 0.8580 0.6833 -4.8516
104 C 1.2193 0.7609 -3.5014
105 O 2.2722 1.2946 -3.2099
106 N 0.3678 0.2261 -2.5742
107 C -0.8767 -0.2073 -2.9160
108 O -1.6257 -0.6324 -2.0411
109 H -1.4756 -3.5788 -5.0212
110 H -0.6295 -2.8026 -3.6895
111 H -0.1567 -2.4664 -5.3618
112 H -2.8300 -1.6881 -4.0593
113 H -2.4137 -1.3908 -5.7494
114 H -3.2184 0.6942 -3.6482
115 H -2.9894 0.8283 -5.3917
116 H -1.3696 2.4679 -3.3646
117 H -2.8192 3.0610 -4.1811
118 H -1.3818 2.6722 -5.1195
119 H 1.5526 1.0185 -5.5042

These are the Löwdin partial charges, in e, on atoms 1 to 5: Ti 0.970; C -0.051; N -0.159; C -0.091; C -0.351


Entry 3:
Formula: C35H70ClFNO12PS2
Source: the OMol25 dataset
Level of theory: wB97M-V/def2-TZVPD

Summary:
Total energy ... -109690.5081 eV
Total charge ... 0
SMILES ... CCCCCCCCN(CCCCCCCC)C(=S)SCCCP(Cl)[C@@H](F)CC.COC(=O)OC.COC(=O)OC.COC(=O)OC.COC(=O)OC

Element x y z (Å)
1 C -1.3883 4.4591 -2.3266
2 C -2.0374 3.4173 -3.2383
3 C -2.9215 2.4046 -2.4897
4 C -2.2033 1.1008 -2.0990
5 C -1.5583 1.0807 -0.7070
6 C -2.5575 1.2049 0.4448
7 C -1.9279 1.1457 1.8500
8 C -2.0237 -0.2385 2.4852
9 N -1.2415 -1.3162 1.7930
10 C 0.1457 -1.4705 2.3008
11 C 1.0827 -0.3011 1.9978
12 C 2.5557 -0.6975 2.0504
13 C 3.1944 -1.1541 0.7203
14 C 2.8819 -0.2569 -0.4752
15 C 3.2594 -0.8810 -1.8403
16 C 2.2442 -0.5591 -2.9359
17 C 2.6318 -1.1566 -4.2881
18 C -1.9438 -2.5245 1.9340
19 S -1.6472 -3.6677 3.0486
20 S -3.3200 -2.7390 0.8624
21 C -2.6331 -2.2779 -0.7282
22 C -1.5587 -3.2285 -1.2667
23 C -1.5622 -4.5947 -0.5960
24 P -0.3344 -5.8289 -1.1839
25 Cl 0.2219 -5.1490 -3.0549
26 C 1.1171 -5.2264 -0.1847
27 F 0.9793 -3.8622 0.1662
28 C 1.2928 -6.0750 1.0875
29 C 1.3032 -5.2442 2.3717
30 H -2.1701 5.0605 -1.8594
31 H -0.8179 3.9924 -1.5218
32 H -0.7389 5.1292 -2.8893
33 H -1.2766 2.8875 -3.8147
34 H -2.6534 3.9561 -3.9610
35 H -3.7533 2.1411 -3.1446
36 H -3.3411 2.9037 -1.6154
37 H -2.8829 0.2492 -2.1778
38 H -1.4048 0.9409 -2.8298
39 H -1.0191 0.1384 -0.5876
40 H -0.8326 1.8964 -0.6351
41 H -3.0500 2.1761 0.3511
42 H -3.3441 0.4534 0.3304
43 H -2.4719 1.8312 2.5067
44 H -0.9120 1.5217 1.8070
45 H -3.0679 -0.5124 2.4260
46 H -1.7406 -0.2406 3.5437
47 H 0.1337 -1.5676 3.3908
48 H 0.5322 -2.3926 1.8570
49 H 0.9207 0.4310 2.7915
50 H 0.8110 0.1979 1.0752
51 H 2.6460 -1.5165 2.7724
52 H 3.1496 0.1181 2.4667
53 H 2.9522 -2.2038 0.5133
54 H 4.2762 -1.1178 0.8729
55 H 1.8268 0.0027 -0.5406
56 H 3.4819 0.6507 -0.3844
57 H 4.2401 -0.5251 -2.1584
58 H 3.2718 -1.9695 -1.7373
59 H 1.2799 -0.9715 -2.6282
60 H 2.1400 0.5256 -3.0260
61 H 3.0311 -2.1597 -4.1423
62 H 3.4019 -0.5494 -4.7650
63 H 1.7803 -1.2227 -4.9625
64 H -2.2939 -1.2457 -0.7237
65 H -3.5018 -2.3072 -1.3902
66 H -1.7727 -3.3825 -2.3258
67 H -0.5750 -2.7692 -1.2182
68 H -2.5459 -5.0592 -0.6665
69 H -1.3307 -4.4991 0.4695
70 H 2.0068 -5.2696 -0.8127
71 H 0.5121 -6.8344 1.1382
72 H 2.2515 -6.5889 1.0057
73 H 0.3704 -4.6943 2.4947
74 H 1.3860 -5.9240 3.2207
75 H 2.1451 -4.5565 2.3914
76 C 2.7529 3.4738 -0.9419
77 O 3.8639 3.0041 -1.7102
78 C 4.1827 3.7980 -2.7273
79 O 3.6197 4.8241 -3.0151
80 O 5.2098 3.2643 -3.3797
81 C 5.6456 4.0217 -4.5140
82 H 2.5845 2.7321 -0.1661
83 H 2.9671 4.4401 -0.4899
84 H 1.8649 3.5493 -1.5651
85 H 5.9767 5.0121 -4.2083
86 H 4.8458 4.1099 -5.2467
87 H 6.4769 3.4667 -4.9368
88 C 0.7993 -4.0162 5.7614
89 O 1.7627 -2.9877 6.0254
90 C 2.7021 -3.3226 6.9046
91 O 2.7998 -4.3808 7.4685
92 O 3.5232 -2.2826 7.0548
93 C 4.5893 -2.5073 7.9806
94 H 0.1145 -3.5979 5.0279
95 H 1.2882 -4.8987 5.3513
96 H 0.2652 -4.2841 6.6713
97 H 5.2165 -3.3328 7.6505
98 H 4.1971 -2.7190 8.9732
99 H 5.1647 -1.5868 7.9970
100 C -0.1488 7.0099 -8.9002
101 O 1.0639 7.0334 -8.1443
102 C 0.8928 6.8688 -6.8312
103 O -0.1647 6.7096 -6.2787
104 O 2.0843 6.9094 -6.2467
105 C 2.0515 6.7411 -4.8217
106 H 0.1456 7.1541 -9.9352
107 H -0.6537 6.0527 -8.7869
108 H -0.8124 7.8133 -8.5868
109 H 1.6341 5.7732 -4.5601
110 H 1.4669 7.5362 -4.3615
111 H 3.0792 6.7900 -4.4859
112 C -5.2663 -2.1483 4.0329
113 O -5.9826 -1.4009 5.0212
114 C -7.1761 -0.9694 4.6202
115 O -7.6655 -1.1521 3.5366
116 O -7.7355 -0.2964 5.6246
117 C -9.0326 0.2277 5.3282
118 H -4.3215 -2.4291 4.4880
119 H -5.8186 -3.0429 3.7521
120 H -5.0908 -1.5407 3.1508
121 H -9.7258 -0.5764 5.0901
122 H -8.9827 0.9274 4.4964
123 H -9.3552 0.7423 6.2280

These are the Löwdin partial charges, in e, on atoms 1 to 5: C -0.103; C -0.254; C -0.203; C -0.196; C -0.224